# 1
{
  "formula": "C23H20N3O5S3Zr",
  "method": "ωB97M-V/def2-TZVPD",
  "symbols": ["Zr", "S", "C", "C", "C", "C", "C", "C", "N", "C", "C", "C", "C", "C", "C", "C", "C", "N", "C", "C", "C", "C", "C", "S", "C", "H", "H", "H", "H", "H", "H", "H", "H", "H", "H", "H", "H", "N", "C", "C", "O", "O", "H", "H", "H", "H", "H", "C", "S", "O", "O", "O", "H", "H", "H"],
  "positions_angstrom": [[0.089, 1.339, 0.538], [6.890, -0.032, -1.317], [7.164, -0.130, -2.988], [6.005, -0.088, -3.711], [4.869, 0.026, -2.895], [5.168, 0.069, -1.548], [4.264, 0.150, -0.425], [2.914, 0.494, -0.588], [2.035, 0.520, 0.424], [2.451, 0.212, 1.693], [3.798, -0.072, 1.964], [4.177, -0.332, 3.326], [3.270, -0.318, 4.325], [1.876, -0.081, 4.065], [0.881, -0.118, 5.045], [-0.469, 0.052, 4.720], [-0.761, 0.289, 3.362], [0.172, 0.345, 2.414], [1.484, 0.165, 2.741], [-1.524, -0.025, 5.700], [-1.407, -0.153, 7.068], [-2.641, -0.213, 7.732], [-3.700, -0.134, 6.872], [-3.208, 0.007, 5.253], [4.686, -0.105, 0.890], [8.173, -0.210, -3.362], [5.980, -0.147, -4.789], [3.861, 0.048, -3.288], [2.521, 0.762, -1.560], [5.219, -0.543, 3.530], [3.580, -0.513, 5.344], [1.170, -0.302, 6.071], [-1.787, 0.412, 3.036], [-0.459, -0.192, 7.588], [-2.757, -0.316, 8.801], [-4.752, -0.162, 7.111], [5.723, -0.356, 1.072], [0.492, 5.882, -0.406], [0.510, 5.267, 0.960], [0.620, 3.756, 0.846], [0.926, 3.243, -0.263], [0.351, 3.004, 1.824], [1.346, 6.405, -0.615], [-0.293, 6.526, -0.526], [0.425, 5.128, -1.102], [-0.399, 5.502, 1.510], [1.350, 5.650, 1.540], [-3.365, 1.133, -1.801], [-1.911, 1.301, -0.853], [-1.749, 2.606, -0.157], [-1.775, 0.317, 0.272], [-0.610, 1.115, -1.558], [-4.187, 1.472, -1.169], [-3.473, 0.077, -2.058], [-3.271, 1.745, -2.699]],
  "lumo_ev": -9.81,
  "gap_ev": 5.27,
  "homo_ev": -15.1,
  "mol_weight_da": 605.854,
  "total_charge": 3
}

---

# 2
{
  "formula": "C23H21AsCoF12NO2SSbSe4",
  "method": "ωB97M-V/def2-TZVPD",
  "symbols": ["Co", "C", "C", "C", "C", "C", "N", "C", "C", "C", "C", "C", "C", "C", "C", "O", "C", "F", "F", "F", "C", "F", "F", "F", "C", "C", "C", "O", "C", "F", "F", "F", "C", "F", "F", "F", "H", "H", "H", "H", "H", "H", "H", "H", "H", "H", "H", "H", "C", "As", "C", "C", "S", "H", "H", "H", "H", "H", "H", "H", "H", "H", "Se", "Sb", "Se", "Se", "Se"],
  "positions_angstrom": [[1.084, 0.970, 1.360], [3.065, -2.479, -4.195], [2.368, -1.622, -3.173], [1.466, -0.627, -3.525], [0.872, 0.136, -2.550], [1.066, -0.043, -1.166], [0.353, 0.830, -0.324], [-1.024, 1.031, -0.485], [-1.772, 0.306, -1.432], [-3.132, 0.480, -1.623], [-3.850, 1.391, -0.873], [-5.329, 1.603, -1.053], [-3.132, 2.112, 0.071], [-1.771, 1.958, 0.295], [-1.105, 2.875, 1.329], [0.041, 2.394, 1.879], [-2.032, 3.192, 2.557], [-2.590, 2.076, 3.044], [-3.050, 4.048, 2.303], [-1.322, 3.747, 3.541], [-0.790, 4.219, 0.595], [-0.122, 5.072, 1.377], [-0.036, 3.977, -0.487], [-1.892, 4.859, 0.154], [2.087, -0.963, -0.811], [2.669, -1.731, -1.830], [2.769, -1.138, 0.563], [2.366, -0.307, 1.557], [2.606, -2.581, 1.152], [1.337, -2.781, 1.564], [2.881, -3.605, 0.321], [3.376, -2.741, 2.234], [4.331, -0.931, 0.400], [4.870, -0.562, 1.564], [4.604, 0.011, -0.498], [4.992, -2.054, 0.019], [2.618, -2.353, -5.181], [3.010, -3.537, -3.932], [4.122, -2.217, -4.272], [1.249, -0.421, -4.568], [0.220, 0.946, -2.847], [-1.275, -0.414, -2.059], [-3.632, -0.115, -2.383], [-5.696, 1.072, -1.932], [-5.565, 2.661, -1.178], [-5.893, 1.245, -0.188], [-3.673, 2.841, 0.656], [3.444, -2.434, -1.562], [-3.471, -1.722, 1.434], [-1.580, -2.060, 1.610], [-1.478, -3.572, 2.806], [-1.080, -2.769, -0.114], [-0.709, -0.340, 2.447], [-4.015, -2.658, 1.313], [-3.620, -1.074, 0.570], [-3.801, -1.200, 2.330], [-2.040, -4.407, 2.388], [-1.905, -3.274, 3.762], [-0.436, -3.846, 2.943], [-1.811, -3.541, -0.361], [-0.083, -3.191, -0.080], [-1.113, -1.976, -0.850], [3.159, 2.794, -1.548], [4.798, 2.887, 1.871], [6.874, 2.128, 1.057], [4.629, 4.633, 3.428], [2.504, 2.789, 0.588]],
  "lumo_ev": [0.80, 0.80],
  "gap_ev": [5.42, 5.42],
  "homo_ev": [-4.6, -4.6],
  "mol_weight_da": 1174.924,
  "total_charge": -1
}

---

# 3
{
  "formula": "C23H21AuN5OSe4",
  "method": "ωB97M-V/def2-TZVPD",
  "symbols": ["Au", "Se", "Se", "Se", "Se", "C", "N", "N", "C", "O", "C", "C", "C", "C", "C", "C", "C", "C", "C", "H", "H", "H", "H", "H", "H", "H", "H", "H", "H", "H", "H", "N", "C", "C", "C", "C", "C", "C", "N", "C", "C", "C", "C", "N", "C", "C", "H", "H", "H", "H", "H", "H", "H", "H", "H"],
  "positions_angstrom": [[-0.224, 0.619, 0.546], [-1.260, -1.176, 1.938], [0.440, -1.123, 3.562], [2.409, -0.931, 2.323], [2.186, 1.112, 1.184], [2.546, 0.474, -4.781], [1.222, 0.931, -4.394], [0.717, 0.550, -3.146], [-0.162, 1.536, -2.689], [-0.861, 1.480, -1.680], [-0.076, 2.593, -3.667], [0.780, 2.198, -4.637], [1.282, 2.948, -5.821], [0.712, -0.878, -2.877], [1.331, -1.931, -1.029], [1.063, -3.373, -0.790], [0.390, -4.162, -1.635], [-0.192, -3.772, -2.957], [-0.002, -1.756, -3.911], [2.654, -0.592, -4.555], [3.334, 1.038, -4.269], [2.643, 0.598, -5.858], [-0.619, 3.519, -3.605], [0.841, 3.942, -5.842], [1.026, 2.435, -6.750], [2.368, 3.055, -5.788], [1.740, -1.398, -0.176], [1.413, -3.776, 0.152], [0.241, -5.194, -1.337], [-0.708, -4.613, -3.417], [-0.260, -1.261, -4.843], [1.976, -3.745, -6.035], [1.660, -4.367, -7.222], [2.393, -4.660, -8.367], [1.723, -5.303, -9.392], [0.367, -5.646, -9.278], [-0.354, -5.352, -8.136], [0.302, -4.701, -7.093], [-0.182, -4.285, -5.860], [0.850, -3.722, -5.277], [0.869, -3.039, -3.953], [2.220, -2.663, -3.456], [2.012, -1.592, -2.446], [0.063, -1.212, -1.602], [-1.024, -1.912, -1.757], [-1.129, -2.437, -3.105], [2.819, -3.294, -5.703], [3.440, -4.401, -8.455], [2.257, -5.548, -10.302], [-0.120, -6.148, -10.104], [-1.399, -5.616, -8.042], [2.868, -3.489, -3.160], [2.846, -0.920, -2.234], [-1.511, -2.306, -0.871], [-2.096, -2.643, -3.549]],
  "lumo_ev": 1.80,
  "gap_ev": 5.57,
  "homo_ev": -3.8,
  "mol_weight_da": 896.262,
  "total_charge": -1
}

---

# 4
{
  "formula": "C23H21BrCaN5O7S3",
  "method": "ωB97M-V/def2-TZVPD",
  "symbols": ["Ca", "C", "C", "C", "C", "C", "C", "C", "S", "O", "O", "N", "C", "C", "O", "O", "H", "H", "H", "H", "H", "H", "H", "H", "H", "O", "C", "C", "C", "N", "C", "Br", "C", "H", "H", "H", "H", "N", "C", "C", "C", "C", "C", "C", "S", "O", "O", "N", "C", "S", "C", "C", "N", "H", "H", "H", "H", "H", "H", "H", "H"],
  "positions_angstrom": [[0.651, 1.110, 1.029], [5.596, -0.240, -4.966], [5.061, 0.340, -3.684], [5.297, 1.669, -3.347], [4.778, 2.215, -2.182], [4.013, 1.427, -1.336], [3.780, 0.095, -1.647], [4.301, -0.438, -2.815], [3.266, 2.167, 0.104], [3.047, 1.007, 1.000], [4.195, 3.169, 0.577], [1.869, 2.660, -0.329], [1.450, 4.046, -0.226], [0.170, 4.203, 0.629], [-0.378, 5.302, 0.628], [-0.208, 3.166, 1.287], [6.472, 0.310, -5.313], [4.844, -0.198, -5.758], [5.879, -1.286, -4.838], [5.901, 2.286, -4.004], [4.970, 3.246, -1.916], [3.203, -0.518, -0.968], [4.115, -1.481, -3.051], [1.224, 4.465, -1.210], [2.222, 4.678, 0.224], [-5.940, 1.124, 2.006], [-4.603, 0.980, 1.809], [-4.071, 0.457, 0.637], [-2.700, 0.335, 0.542], [-1.865, 0.687, 1.521], [-2.400, 1.164, 2.627], [-1.196, 1.547, 4.030], [-3.753, 1.349, 2.838], [-6.404, 0.910, 1.190], [-4.707, 0.145, -0.183], [-2.234, -0.062, -0.352], [-4.136, 1.753, 3.763], [-5.670, -2.549, 2.364], [-4.275, -2.628, 2.268], [-3.472, -2.069, 3.261], [-2.094, -2.145, 3.172], [-1.500, -2.795, 2.101], [-2.291, -3.390, 1.127], [-3.671, -3.304, 1.209], [0.264, -2.758, 1.924], [0.625, -3.961, 1.205], [0.803, -2.528, 3.236], [0.536, -1.457, 1.045], [0.440, -1.489, -0.299], [0.589, -2.866, -1.378], [0.431, -1.798, -2.732], [0.298, -0.524, -2.310], [0.283, -0.349, -0.950], [-6.008, -1.737, 2.857], [-6.154, -2.683, 1.490], [-3.934, -1.562, 4.101], [-1.467, -1.696, 3.931], [-1.819, -3.918, 0.308], [-4.289, -3.765, 0.446], [0.455, -2.164, -3.744], [0.209, 0.345, -2.946]],
  "lumo_ev": 1.74,
  "gap_ev": 7.03,
  "homo_ev": -5.3,
  "mol_weight_da": 695.632,
  "total_charge": -1
}